# 1
DFT (ωB97M-V with the def2-TZVPD basis set) results for a molecular structure, C40H36BrFeN3O3PS.

Summary:
Gap between HOMO and LUMO (spin up / spin down): 4.48 / 7.22 eV

ORCA input file:
```
! RIJCOSX wB97M-V def2-TZVPD def2/J DEFGRID3
* xyz -1 5
Fe 0.44 -0.82 0.82
Br 0.95 -3.03 2.30
C 0.47 -4.13 0.85
C 0.47 -5.48 1.05
C 0.17 -6.35 -0.03
C -0.09 -5.83 -1.26
C -0.09 -4.43 -1.48
C -0.33 -3.91 -2.78
C -0.30 -2.57 -2.98
C -0.07 -1.67 -1.91
C 0.14 -2.12 -0.64
C 0.17 -3.53 -0.41
H 0.71 -5.88 2.02
H 0.17 -7.42 0.14
H -0.31 -6.49 -2.09
H -0.52 -4.60 -3.59
H -0.46 -2.17 -3.98
H -0.08 -0.61 -2.10
C 7.17 0.06 -2.93
O 6.32 -0.57 -2.01
C 5.03 -0.08 -1.93
C 4.49 0.85 -2.79
C 3.17 1.26 -2.60
C 2.35 0.78 -1.55
C 1.07 1.36 -1.30
C 0.56 2.46 -2.20
O 0.27 1.00 -0.33
C 2.93 -0.26 -0.70
O 2.29 -0.83 0.30
C 4.24 -0.64 -0.91
H 8.17 -0.36 -2.78
H 7.20 1.14 -2.78
H 6.87 -0.14 -3.97
H 5.06 1.27 -3.61
H 2.76 1.99 -3.28
H 1.25 3.30 -2.28
H -0.39 2.82 -1.80
H 0.38 2.11 -3.22
H 4.66 -1.41 -0.28
N -1.38 -0.94 1.25
P -2.39 0.22 1.11
C -4.04 -0.39 1.66
C -4.08 -1.62 2.31
C -5.29 -2.13 2.76
C -6.46 -1.42 2.55
C -6.43 -0.20 1.89
C -5.22 0.31 1.45
C -2.80 0.86 -0.55
C -3.14 2.17 -0.85
C -3.50 2.53 -2.15
C -3.53 1.57 -3.15
C -3.21 0.25 -2.85
C -2.85 -0.10 -1.56
C -2.14 1.71 2.14
C -2.71 1.79 3.40
C -2.42 2.86 4.24
C -1.56 3.86 3.81
C -0.97 3.78 2.56
C -1.26 2.70 1.73
H -3.14 -2.15 2.44
H -5.31 -3.09 3.27
H -7.41 -1.83 2.90
H -7.35 0.35 1.72
H -5.20 1.26 0.92
H -3.12 2.93 -0.08
H -3.76 3.56 -2.37
H -3.81 1.85 -4.16
H -3.22 -0.50 -3.63
H -2.58 -1.12 -1.33
H -3.39 1.01 3.75
H -2.87 2.91 5.22
H -1.33 4.69 4.47
H -0.28 4.54 2.23
H -0.76 2.60 0.77
S 1.08 0.46 3.05
C 2.43 1.25 2.42
N 3.71 1.00 2.77
C 4.63 1.56 1.78
C 3.72 2.54 1.00
N 2.38 2.22 1.51
H 3.88 0.10 3.19
H 5.01 0.78 1.12
H 5.46 2.07 2.26
H 3.78 2.38 -0.07
H 3.97 3.58 1.23
H 1.57 2.21 0.89
*
```


# 2
DFT (ωB97M-V with the def2-TZVPD basis set) results for a molecular structure, C40H36ClInN3Si2.

Summary:
Gap between HOMO and LUMO: 4.90 eV

ORCA input file:
```
! RIJCOSX wB97M-V def2-TZVPD def2/J DEFGRID3
* xyz 1 1
C 3.18 2.96 -1.90
C 2.50 1.72 -2.19
C 1.11 2.05 -2.41
H 2.97 0.76 -2.41
C 0.95 3.43 -2.20
C 2.22 3.99 -1.89
H 2.43 5.05 -1.74
H 4.26 3.07 -1.81
H 0.35 1.35 -2.76
H 0.02 3.99 -2.32
In 2.07 1.53 0.28
Si -3.07 -2.56 -0.39
C -2.72 -4.25 0.32
C -2.99 -4.56 1.66
H -3.44 -3.80 2.32
C -2.69 -5.83 2.16
H -2.90 -6.07 3.20
C -2.12 -6.80 1.32
H -1.90 -7.80 1.70
C -1.82 -6.48 -0.01
H -1.37 -7.23 -0.67
C -2.10 -5.20 -0.51
H -1.86 -4.94 -1.54
C -4.79 -2.07 0.21
C -5.87 -2.89 -0.16
H -5.69 -3.78 -0.76
C -7.17 -2.58 0.26
H -8.01 -3.22 -0.03
C -7.41 -1.45 1.06
H -8.43 -1.21 1.37
C -6.34 -0.64 1.44
H -6.52 0.24 2.08
C -5.04 -0.95 1.03
H -4.21 -0.30 1.36
H -3.01 -2.63 -1.86
Si -1.75 -0.86 0.90
C -2.10 0.52 -0.38
C -2.40 0.35 -1.75
H -2.38 -0.64 -2.21
C -2.74 1.45 -2.54
H -2.99 1.29 -3.59
C -2.79 2.73 -1.98
H -3.12 3.58 -2.59
C -2.41 2.92 -0.65
H -2.41 3.91 -0.21
C -2.06 1.83 0.14
H -1.72 1.99 1.16
C -0.21 -1.72 0.14
C 0.27 -1.42 -1.15
H -0.06 -0.52 -1.67
C 1.14 -2.30 -1.80
H 1.44 -2.08 -2.82
C 1.60 -3.45 -1.14
H 2.24 -4.16 -1.68
C 1.24 -3.66 0.19
H 1.63 -4.53 0.72
C 0.36 -2.80 0.84
H 0.08 -2.99 1.88
H -1.13 -0.10 1.97
Cl 0.88 1.50 2.32
C 3.16 7.06 1.31
C 4.43 6.48 1.48
C 4.55 5.09 1.55
C 3.41 4.30 1.39
C 2.12 4.87 1.35
C 2.01 6.26 1.26
N 3.59 2.93 1.14
N 4.82 2.51 1.29
C 5.02 1.19 0.91
C 6.31 0.64 0.95
C 6.49 -0.66 0.47
C 5.38 -1.37 -0.01
C 4.13 -0.79 0.03
N 3.95 0.47 0.48
H 3.06 8.14 1.23
H 5.32 7.09 1.55
H 5.51 4.59 1.66
H 1.25 4.21 1.38
H 1.02 6.72 1.16
H 7.10 1.28 1.32
H 7.48 -1.11 0.47
H 5.49 -2.38 -0.40
H 3.22 -1.31 -0.30
*
```